Record 1
An isolated molecule of C4H8O3. Source: the OMol25 dataset; level of theory: ωB97M-V/def2-TZVPD.

Last column: Löwdin charge in e.
CARTESIAN COORDINATES (ANGSTROEM)
O -0.912 1.034 -1.055  0.11
O 1.183 0.151 0.888  -0.18
O -1.620 -0.577 0.353  -0.03
C 2.302 0.325 0.013  -0.08
C 0.025 0.939 1.148  -0.10
C -0.929 0.537 0.046  -0.48
C -1.905 -1.358 -0.810  -0.04
H -0.946 -1.719 -1.203  0.10
H 2.424 1.258 -0.556  0.09
H -0.352 0.612 2.130  0.13
H 2.327 -0.500 -0.716  0.08
H -2.534 -2.193 -0.503  0.09
H 3.196 0.206 0.641  0.08
H 0.136 2.031 1.193  0.13
H -2.395 -0.746 -1.568  0.09

Computed properties:
SMILES string: COCC(=O)OC
energy relative to the best compared isomer or geometry (same formula, charge and spin): 2.1304 eV
gap between HOMO and LUMO: 10.71 eV
multiplicity: 1
highest occupied orbital energy: -9.78 eV
LUMO energy: 0.9 eV
E_tot: -10418.8732 eV



Record 2
A structure of composition C28H42LiO14. Source: the OMol25 dataset; level of theory: ωB97M-V/def2-TZVPD.

Last column: Löwdin charge in e.
CARTESIAN COORDINATES (ANGSTROEM)
O -2.282 1.206 -3.020  0.05
O -3.072 -3.378 -0.732  0.07
O 2.873 1.592 -2.307  0.05
O -3.681 -3.838 1.418  0.03
O 0.593 6.021 -2.258  0.00
O 1.711 -3.206 0.213  0.05
O -1.130 5.175 -3.569  0.15
O -1.494 0.351 -1.083  0.01
O 1.597 0.128 -1.068  0.03
O 1.099 -0.417 2.132  0.01
O -0.180 -2.031 0.079  0.00
O -0.548 1.694 1.308  0.03
O -2.335 1.614 2.598  0.05
O 0.298 -2.312 3.172  0.01
C -1.336 -0.138 -4.587  -0.16
C 2.671 0.516 -1.572  -0.42
C 4.162 1.699 -2.837  -0.16
C 1.428 -4.843 -1.392  -0.12
C -2.895 3.874 2.717  -0.14
C 0.066 3.680 -2.138  -0.06
C 1.206 -1.279 3.022  -0.37
C 0.161 -3.905 -1.518  0.00
C -3.512 -3.140 2.684  -0.11
C -0.800 -0.589 -3.247  -0.06
C -1.901 1.246 -4.420  -0.10
C 2.352 -1.408 4.058  -0.07
C -0.261 5.026 -2.791  -0.44
C 4.651 0.328 -2.680  -0.17
C -3.479 -1.620 2.326  -0.12
C -3.875 -1.621 0.844  -0.07
C -3.178 2.503 3.355  -0.12
C 0.553 -2.944 -0.334  -0.41
C 0.830 4.119 -0.873  -0.14
C -1.440 3.741 2.421  -0.08
C -1.341 2.289 2.058  -0.44
C 3.979 -0.252 -1.462  -0.05
C 1.772 -2.310 5.107  -0.14
C 2.394 -4.282 -0.354  -0.16
C -3.488 -3.011 0.386  -0.44
C 0.768 -3.123 4.265  -0.15
C 1.464 5.454 -1.284  -0.17
C -1.525 0.368 -2.342  -0.43
Li 0.127 -0.150 0.406  0.63
H -4.388 -3.387 3.284  0.12
H 1.640 3.513 -0.467  0.11
H -3.397 -0.914 0.166  0.11
H -3.201 4.728 3.321  0.12
H -4.107 -1.089 3.042  0.11
H 4.326 -0.251 -3.545  0.13
H -2.440 -1.297 2.388  0.10
H 1.048 -4.145 4.009  0.13
H -4.196 2.148 3.513  0.13
H 2.694 -5.048 0.360  0.13
H -0.156 -3.281 4.821  0.12
H -1.106 4.483 1.696  0.12
H 4.462 -0.035 -0.509  0.14
H 3.356 -3.932 -0.729  0.12
H 4.777 2.365 -2.232  0.14
H 2.382 5.236 -1.830  0.12
H -2.870 2.412 4.397  0.12
H 0.659 3.063 -2.813  0.12
H -0.564 -0.193 -5.354  0.12
H -2.726 1.515 -5.080  0.14
H -0.901 3.284 -1.830  0.12
H 1.579 6.220 -0.518  0.13
H 3.120 -1.951 3.506  0.13
H -0.710 3.929 3.208  0.14
H 2.808 -0.454 4.320  0.13
H 0.146 4.295 -0.043  0.09
H -0.778 -4.384 -1.239  0.11
H -1.131 2.014 -4.480  0.12
H 0.283 -0.527 -3.149  0.12
H 3.752 -1.314 -1.367  0.12
H -3.560 4.072 1.876  0.13
H 1.956 -4.760 -2.342  0.11
H 2.520 -3.022 5.458  0.12
H -4.903 -1.398 0.557  0.13
H 0.033 -3.467 -2.508  0.11
H -2.638 -3.452 3.256  0.11
H -1.029 -1.650 -3.140  0.12
H 5.735 0.302 -2.573  0.13
H 1.148 -5.891 -1.285  0.12
H -2.089 -0.842 -4.941  0.12
H 4.107 2.051 -3.867  0.15
H 1.360 -1.773 5.961  0.12

Computed properties:
energy relative to the best compared isomer or geometry (same formula, charge and spin): 3.6211 eV
total charge: +1
gap between HOMO and LUMO: 9.95 eV
multiplicity: 1
highest occupied orbital energy: -11.90 eV
LUMO energy: -1.9 eV
E_tot: -58584.3298 eV



Record 3
A structure of composition C26H31N3P2PbS. Source: the OMol25 dataset; level of theory: ωB97M-V/def2-TZVPD.

Last column: Löwdin charge in e.
CARTESIAN COORDINATES (ANGSTROEM)
Pb -0.213 -1.906 -0.274  1.15
S 2.510 -2.788 3.798  1.16
P -2.578 0.520 0.655  0.74
P 0.359 1.512 1.020  0.80
N 0.233 -1.449 3.278  0.08
N 1.275 -2.631 1.513  -0.12
N -1.282 2.741 -1.780  0.27
C -3.339 1.470 -1.772  -0.19
C 4.288 -4.498 2.358  -0.06
C 2.068 1.930 -2.976  0.01
C 2.734 3.005 -2.376  0.00
C 2.744 -4.016 0.033  -0.04
C 2.158 3.706 -1.302  0.00
C -3.690 -0.103 -3.575  -0.01
C 1.222 -2.261 2.792  -0.70
C -4.200 0.684 -2.531  -0.02
C 0.364 3.351 0.528  -0.24
C -2.321 -0.149 -3.827  0.00
C 0.064 2.626 -1.827  -0.19
C 3.164 -3.680 2.413  -0.43
C -1.456 0.691 -3.112  -0.14
C 2.168 1.188 0.953  -0.27
C -3.698 -0.913 0.378  -0.31
C 3.884 -4.820 -0.025  -0.05
C 2.392 -3.460 1.266  -0.32
C 4.642 -5.070 1.129  -0.05
C 0.736 1.665 -2.635  -0.14
C 0.882 3.353 -0.881  -0.19
C -2.017 1.710 -2.294  -0.17
C 0.000 0.405 -2.944  -0.07
C 0.234 1.733 2.827  -0.28
C -3.548 1.818 -0.326  -0.26
C -3.177 1.028 2.315  -0.28
H -0.738 2.165 3.093  0.03
H 2.117 -3.814 -0.841  0.05
H 0.428 -0.134 -3.798  0.14
H 4.189 -5.259 -0.976  0.12
H 4.851 -4.664 3.274  0.12
H -4.276 1.023 2.316  0.06
H 2.574 1.288 -3.702  0.14
H -2.802 0.323 3.070  0.04
H 2.714 4.471 -0.755  0.14
H 2.707 1.966 1.517  0.06
H -2.819 2.039 2.551  0.04
H -0.688 3.677 0.557  0.10
H 3.736 3.281 -2.703  0.13
H 2.527 1.192 -0.084  0.03
H 0.348 0.747 3.304  0.01
H -4.745 -0.621 0.551  0.06
H 2.381 0.203 1.393  0.03
H -3.083 2.787 -0.096  0.09
H -3.605 -1.299 -0.646  0.03
H 1.039 2.410 3.142  0.06
H -1.900 -0.861 -4.547  0.14
H 0.120 -0.433 -1.976  0.03
H -4.600 1.792 -0.012  0.10
H -4.378 -0.722 -4.156  0.13
H -5.259 0.641 -2.258  0.14
H -3.430 -1.715 1.082  0.04
H -0.024 -3.250 -1.507  -0.16
H 5.514 -5.714 1.065  0.12
H -0.674 -1.457 2.807  0.09
H 0.199 -1.372 4.290  0.12
H 0.976 3.917 1.244  0.10

Computed properties:
total charge: +2
gap between HOMO and LUMO (alpha / beta): 4.63 / 4.70 eV
multiplicity: 1
highest occupied orbital energy (alpha / beta): -13.23 / -13.25 eV
LUMO energy (alpha / beta): -8.6 / -8.6 eV
E_tot: -66577.8924 eV



Record 4
A cluster of 2 separate species, C9H15BNO7P2S2 in total. Source: the OMol25 dataset; level of theory: ωB97M-V/def2-TZVPD.

Last column: Löwdin charge in e.
CARTESIAN COORDINATES (ANGSTROEM)
S 3.384 0.760 0.231  0.22
S -0.334 0.257 1.929  0.62
P -0.144 0.563 -1.160  0.80
P 2.013 2.012 0.830  0.21
O 0.974 1.195 -2.223  -0.36
O -2.761 5.352 0.814  0.11
O -2.970 3.403 -0.293  0.06
O -1.056 3.630 -1.517  0.15
O 2.228 2.294 2.432  -0.27
O 2.290 3.509 0.265  -0.23
O 0.540 -0.907 -0.825  -0.39
N 1.067 -3.826 -1.180  0.07
C -0.824 2.812 0.749  -0.16
C 0.362 -4.586 -2.013  -0.15
C 0.503 -5.963 -2.105  -0.08
C 2.174 -5.804 -0.414  -0.08
C 1.431 -6.582 -1.285  -0.09
C 1.953 -4.434 -0.400  -0.13
C -3.314 4.279 0.677  -0.54
C -1.529 3.314 -0.464  -0.43
C -4.413 3.822 1.582  0.02
B 0.148 1.497 0.533  -1.17
H -0.101 -6.531 -2.800  0.10
H -0.354 -4.061 -2.637  0.11
H -4.045 3.845 2.595  0.09
H 1.574 -7.655 -1.325  0.10
H -1.569 2.565 1.496  0.07
H 2.637 1.496 2.768  0.03
H 1.822 0.776 -2.042  -0.02
H 2.064 4.148 0.941  0.06
H -0.282 3.665 1.135  0.10
H 2.508 -3.784 0.267  0.11
H -5.272 4.464 1.487  0.08
H 0.727 -0.556 1.884  -0.18
H -4.682 2.803 1.349  0.08
H 0.341 -1.527 -1.522  0.00
H 2.910 -6.246 0.244  0.10

Computed properties:
total charge: -1
gap between HOMO and LUMO: 6.48 eV
multiplicity: 1
highest occupied orbital energy: -3.93 eV
LUMO energy: 2.6 eV
E_tot: -66329.8526 eV



Record 5
An isolated molecule of C5H13N2. Source: the OMol25 dataset; level of theory: ωB97M-V/def2-TZVPD.

Last column: Löwdin charge in e.
CARTESIAN COORDINATES (ANGSTROEM)
N 1.044 -1.051 -0.180  0.10
N -0.777 -0.901 2.182  -0.02
C -0.754 0.428 -0.668  -0.17
C -0.350 0.550 1.989  -0.28
C 0.813 -0.665 -2.468  -0.04
C 0.774 0.047 -1.023  -0.44
C -0.988 1.186 0.698  -0.19
H -0.842 1.024 2.847  0.09
H -0.510 2.163 0.600  0.10
H -0.121 -1.421 1.587  0.02
H 1.383 0.974 -1.047  0.13
H -1.255 1.073 -1.381  0.09
H 2.028 -1.336 -0.111  0.07
H 1.303 0.063 -3.133  0.07
H 1.434 -1.551 -2.371  0.06
H -0.511 -1.084 3.158  0.05
H -1.163 -0.570 -0.743  0.09
H -0.191 -0.870 -2.859  0.07
H -2.060 1.215 0.894  0.10
H 0.743 0.726 2.029  0.10

Computed properties:
energy relative to the best compared isomer or geometry (same formula, charge and spin): 0.8595 eV
<S²>: 0.75
gap between HOMO and LUMO (alpha / beta): 10.29 / 8.78 eV
multiplicity: 2
highest occupied orbital energy (alpha / beta): -9.19 / -9.20 eV
LUMO energy (alpha / beta): 1.1 / -0.4 eV
E_tot: -8373.4223 eV



Record 6
An isolated molecule of C4H12N2. Source: the OMol25 dataset; level of theory: ωB97M-V/def2-TZVPD.

Last column: Löwdin charge in e.
CARTESIAN COORDINATES (ANGSTROEM)
N -0.394 -1.200 -2.335  -0.02
N -0.145 0.746 -0.402  -0.08
C 0.977 0.956 0.563  -0.29
C 0.552 1.543 1.939  -0.11
C -0.520 -1.672 -1.003  -0.37
C -0.850 -0.541 -0.087  -0.26
H -1.960 -0.353 -0.167  0.12
H 1.668 1.602 0.094  0.08
H 0.209 -0.432 -2.440  0.03
H 1.619 0.114 0.684  0.09
H -0.124 2.451 1.754  0.08
H 0.429 -2.219 -0.612  0.12
H -0.058 0.839 2.618  0.08
H -0.871 1.480 -0.360  0.11
H 1.423 2.011 2.482  0.07
H -1.268 -2.466 -0.973  0.10
H -0.667 -0.784 1.069  0.14
H -0.021 -2.077 -2.824  0.11

Computed properties:
SMILES string: CCNCCN
energy relative to the best compared isomer or geometry (same formula, charge and spin): 1.4425 eV
gap between HOMO and LUMO: 9.93 eV
multiplicity: 1
highest occupied orbital energy: -8.81 eV
LUMO energy: 1.1 eV
E_tot: -7321.5863 eV